{
  "formula": "C71H155N9O9",
  "method": "the ωB97M-V functional and the def2-TZVPD basis",
  "max_force_ev_per_a": 3.56,
  "e_homo_ev": [0.625, -6.200],
  "total_charge": -1,
  "s2": 0.75,
  "lumo_ev": [1.9, 1.9],
  "spin_multiplicity": 2,
  "total_energy_ha": -3967.54127,
  "species": ["C", "C", "C", "O", "C", "N", "H", "H", "H", "H", "H", "H", "H", "H", "H", "H", "H", "C", "C", "C", "O", "C", "N", "H", "H", "H", "H", "H", "H", "H", "H", "H", "H", "H", "C", "C", "C", "C", "C", "C", "N", "O", "C", "C", "C", "H", "H", "H", "H", "H", "H", "H", "H", "H", "H", "H", "H", "H", "H", "H", "H", "H", "H", "H", "C", "C", "C", "C", "C", "C", "N", "O", "C", "C", "C", "H", "H", "H", "H", "H", "H", "H", "H", "H", "H", "H", "H", "H", "H", "H", "H", "H", "H", "H", "C", "C", "C", "C", "C", "C", "N", "O", "C", "C", "C", "H", "H", "H", "H", "H", "H", "H", "H", "H", "H", "H", "H", "H", "H", "H", "H", "H", "H", "H", "C", "C", "C", "C", "C", "C", "N", "O", "C", "C", "C", "H", "H", "H", "H", "H", "H", "H", "H", "H", "H", "H", "H", "H", "H", "H", "H", "H", "H", "H", "C", "C", "C", "C", "C", "C", "N", "O", "C", "C", "C", "H", "H", "H", "H", "H", "H", "H", "H", "H", "H", "H", "H", "H", "H", "H", "H", "H", "H", "H", "C", "C", "C", "C", "C", "C", "N", "O", "C", "C", "C", "H", "H", "H", "H", "H", "H", "H", "H", "H", "H", "H", "H", "H", "H", "H", "H", "H", "H", "H", "C", "C", "C", "C", "C", "C", "N", "O", "C", "C", "C", "H", "H", "H", "H", "H", "H", "H", "H", "H", "H", "H", "H", "H", "H", "H", "H", "H", "H", "H"],
  "xyz": [[24.61, -5.32, 4.08], [25.64, -6.31, 3.42], [25.77, -6.15, 1.96], [24.66, -6.75, 1.23], [24.57, -6.44, -0.14], [26.86, -5.90, 4.13], [24.89, -4.28, 3.92], [24.44, -5.36, 5.16], [23.59, -5.47, 3.73], [25.47, -7.35, 3.71], [26.76, -6.43, 1.60], [25.70, -5.13, 1.58], [23.76, -7.04, -0.55], [25.52, -6.83, -0.52], [24.44, -5.38, -0.33], [27.03, -4.91, 4.21], [27.69, -6.28, 3.72], [19.38, -12.70, 2.51], [18.45, -12.63, 1.23], [18.22, -14.07, 0.81], [19.35, -14.81, 0.29], [19.66, -14.34, -1.03], [17.21, -12.01, 1.69], [19.02, -13.37, 3.28], [19.58, -11.78, 3.07], [20.36, -13.00, 2.15], [18.86, -11.96, 0.48], [17.41, -14.07, 0.08], [17.71, -14.78, 1.45], [19.92, -13.28, -1.04], [18.84, -14.40, -1.74], [20.51, -14.90, -1.43], [16.46, -11.92, 1.02], [16.83, -12.63, 2.40], [26.65, -11.75, 2.13], [25.68, -10.96, 1.37], [26.46, -10.37, 0.14], [25.60, -9.99, -1.03], [24.70, -11.21, -1.44], [23.91, -11.78, -0.21], [24.74, -11.95, 0.98], [23.93, -12.44, 2.04], [22.72, -10.80, 0.02], [23.46, -13.16, -0.69], [25.12, -9.88, 2.28], [27.54, -11.17, 2.36], [26.99, -12.60, 1.53], [26.34, -12.22, 3.07], [26.81, -9.39, 0.47], [27.17, -11.14, -0.16], [26.06, -9.70, -1.98], [24.89, -9.18, -0.87], [25.27, -11.80, -2.16], [24.04, -10.62, -2.08], [22.32, -10.80, 1.04], [23.21, -9.83, 0.01], [21.91, -10.91, -0.69], [23.17, -13.90, 0.06], [22.55, -13.01, -1.26], [24.23, -13.61, -1.33], [25.91, -9.18, 2.57], [24.74, -10.42, 3.14], [24.28, -9.33, 1.85], [24.44, -13.20, 2.32], [19.21, -5.25, 8.22], [19.10, -5.40, 9.79], [18.22, -4.21, 10.23], [16.77, -4.47, 10.13], [16.32, -5.79, 10.77], [17.14, -7.07, 10.24], [18.56, -6.73, 10.23], [19.33, -7.83, 10.02], [16.83, -8.17, 11.24], [16.57, -7.54, 8.80], [20.53, -5.26, 10.27], [19.27, -6.23, 7.74], [20.13, -4.81, 7.85], [18.39, -4.69, 7.77], [18.57, -3.79, 11.17], [18.42, -3.42, 9.50], [16.32, -4.38, 9.14], [16.26, -3.71, 10.73], [15.28, -6.08, 10.63], [16.54, -5.68, 11.83], [17.41, -7.95, 12.13], [15.78, -8.37, 11.44], [17.18, -9.11, 10.81], [16.95, -8.55, 8.64], [15.49, -7.52, 8.70], [17.04, -6.90, 8.05], [21.24, -5.79, 9.65], [20.75, -5.67, 11.26], [20.66, -4.18, 10.20], [19.19, -7.98, 9.08], [23.56, 0.64, 0.12], [23.92, -0.80, -0.32], [24.88, -1.36, 0.68], [24.19, -1.84, 2.02], [23.07, -2.83, 1.75], [22.05, -2.22, 0.75], [22.73, -1.73, -0.46], [21.87, -1.13, -1.49], [20.97, -3.41, 0.43], [21.18, -1.11, 1.37], [24.73, -0.80, -1.66], [24.18, 1.48, -0.17], [23.34, 0.74, 1.19], [22.59, 0.90, -0.30], [25.39, -2.19, 0.19], [25.65, -0.65, 0.98], [23.82, -0.95, 2.53], [24.97, -2.31, 2.61], [22.55, -3.06, 2.67], [23.40, -3.82, 1.44], [20.11, -3.08, -0.16], [21.42, -4.15, -0.23], [20.65, -3.98, 1.30], [20.67, -1.36, 2.30], [21.80, -0.25, 1.63], [20.43, -0.75, 0.68], [25.51, -0.04, -1.71], [24.11, -0.36, -2.45], [25.15, -1.76, -1.93], [21.60, -1.81, -2.11], [16.52, -8.39, 5.06], [17.75, -8.10, 4.04], [18.02, -6.64, 4.06], [19.31, -6.19, 3.45], [20.46, -6.96, 4.15], [20.27, -8.51, 4.17], [18.93, -8.78, 4.67], [18.66, -10.10, 5.00], [20.81, -8.91, 2.77], [21.30, -9.08, 5.21], [17.29, -8.52, 2.60], [16.81, -8.19, 6.09], [16.22, -9.43, 5.10], [15.63, -7.77, 4.91], [17.25, -6.24, 3.41], [17.87, -6.22, 5.05], [19.48, -5.13, 3.61], [19.29, -6.30, 2.36], [20.72, -6.55, 5.13], [21.27, -6.73, 3.45], [20.55, -9.96, 2.64], [20.34, -8.40, 1.93], [21.89, -8.77, 2.74], [21.46, -10.14, 4.99], [22.26, -8.68, 5.53], [20.78, -9.03, 6.17], [16.57, -7.80, 2.22], [16.93, -9.55, 2.56], [18.14, -8.39, 1.92], [18.33, -10.43, 4.17], [22.52, -8.68, 9.58], [23.74, -7.78, 9.50], [23.57, -6.87, 8.18], [24.47, -5.62, 8.11], [24.38, -4.81, 9.47], [24.51, -5.68, 10.79], [23.73, -6.92, 10.70], [23.82, -7.62, 11.92], [25.97, -5.90, 11.19], [23.76, -4.77, 11.84], [25.04, -8.63, 9.26], [22.51, -9.46, 10.34], [22.43, -9.23, 8.64], [21.62, -8.07, 9.56], [23.72, -7.59, 7.38], [22.57, -6.45, 8.06], [24.13, -5.00, 7.28], [25.54, -5.83, 8.01], [23.48, -4.21, 9.34], [25.21, -4.11, 9.43], [26.03, -6.59, 12.03], [26.59, -6.45, 10.48], [26.55, -5.03, 11.50], [24.23, -3.79, 11.97], [22.70, -4.57, 11.70], [23.80, -5.31, 12.79], [25.95, -8.14, 8.93], [24.82, -9.48, 8.61], [25.16, -9.21, 10.17], [22.89, -7.75, 12.09], [14.23, -11.71, 4.27], [12.83, -11.41, 4.76], [12.87, -10.17, 5.69], [12.57, -8.80, 4.97], [11.33, -8.86, 4.14], [11.42, -10.01, 3.00], [11.85, -11.23, 3.61], [11.85, -12.31, 2.71], [9.94, -9.90, 2.46], [12.42, -9.56, 1.92], [12.15, -12.55, 5.62], [14.61, -10.87, 3.69], [14.29, -12.60, 3.65], [14.91, -11.99, 5.07], [12.15, -10.28, 6.51], [13.79, -10.18, 6.26], [13.46, -8.35, 4.53], [12.34, -8.08, 5.76], [11.42, -7.92, 3.59], [10.45, -8.79, 4.78], [9.75, -8.86, 2.24], [9.77, -10.61, 1.65], [9.40, -10.15, 3.37], [12.35, -8.50, 1.71], [13.46, -9.61, 2.25], [12.36, -10.10, 0.97], [11.99, -13.47, 5.07], [11.13, -12.32, 5.92], [12.77, -12.73, 6.50], [10.93, -12.57, 2.75], [16.13, -7.59, -3.36], [17.50, -7.56, -2.58], [17.94, -9.10, -2.67], [19.45, -9.39, -2.54], [20.17, -8.36, -3.39], [19.88, -6.85, -3.23], [18.37, -6.61, -3.25], [17.91, -5.30, -3.07], [20.55, -6.27, -1.94], [20.35, -6.26, -4.56], [17.29, -7.21, -1.08], [15.88, -8.50, -3.90], [15.95, -6.77, -4.06], [15.36, -7.46, -2.60], [17.63, -9.68, -1.80], [17.49, -9.49, -3.58], [19.76, -10.36, -2.92], [19.82, -9.33, -1.51], [20.16, -8.74, -4.41], [21.23, -8.57, -3.22], [20.23, -6.84, -1.07], [21.64, -6.21, -1.95], [20.31, -5.21, -1.96], [21.23, -6.73, -5.00], [19.60, -6.40, -5.33], [20.39, -5.17, -4.43], [18.22, -7.36, -0.52], [16.61, -7.98, -0.71], [16.96, -6.22, -0.79], [17.80, -4.94, -3.95]],
  "mulliken_charge": [0.326, 1.619, -0.900, 0.305, -1.008, -0.845, 0.057, -0.561, -0.185, -0.080, 0.298, 0.020, -0.219, 0.400, 0.259, 0.285, 0.236, -1.454, 1.339, -1.153, -0.343, -0.509, -0.284, 0.455, 0.131, 0.439, -0.315, 0.478, 0.447, -0.046, 0.355, 0.309, 0.243, 0.028, -2.353, 2.135, -1.276, 0.255, -1.648, 2.305, 0.305, -0.428, -0.956, -1.933, -1.948, 0.374, 0.589, 0.420, 0.313, 0.478, 0.627, -0.609, 0.381, 0.300, 0.185, -0.596, 0.522, 0.346, 0.335, 0.344, 0.463, 0.454, 0.202, 0.374, -1.768, 2.866, -1.265, -0.710, -1.349, 1.723, -0.009, -0.397, -2.220, -1.647, -2.378, 0.198, 0.400, 0.248, 0.415, 0.326, 0.292, 0.425, 0.518, 0.402, 0.502, 0.396, 0.362, 0.495, 0.376, 0.231, -0.127, 0.538, 0.490, 0.260, -2.053, 2.649, -1.444, -0.765, -0.607, 3.140, -0.320, -0.436, -2.017, -2.101, -2.110, 0.393, 0.268, 0.447, 0.271, 0.403, 0.405, 0.297, 0.527, -0.347, 0.597, 0.119, 0.048, 0.441, 0.288, 0.348, 0.411, 0.403, 0.339, 0.257, -2.024, 2.246, -1.719, 0.258, -0.943, 3.538, 0.678, -0.569, -1.544, -2.559, -0.570, 0.182, 0.243, 0.546, 0.533, -0.074, 0.543, -0.309, 0.318, -0.159, -0.575, -0.046, 0.736, 0.411, 0.135, 0.544, 0.506, -0.168, -0.511, 0.165, -1.875, 1.594, -0.643, -0.890, -1.502, 1.380, 1.306, -0.600, -1.851, -1.671, -2.081, 0.392, 0.412, 0.397, 0.605, -0.040, 0.187, 0.330, 0.358, 0.600, 0.386, 0.310, 0.449, 0.425, 0.194, 0.394, 0.269, 0.463, 0.497, 0.345, -1.937, 2.110, -1.432, -0.309, -1.454, 1.780, 0.224, -0.491, -1.866, -1.723, -2.135, 0.184, 0.401, 0.552, 0.390, 0.518, -0.082, 0.456, 0.526, 0.431, 0.354, 0.408, 0.456, 0.393, 0.146, 0.339, 0.362, 0.479, 0.425, 0.358, -1.740, 2.416, -1.869, 1.062, -2.824, 4.765, -0.283, -0.405, -2.656, -2.840, -1.923, 0.314, 0.290, 0.399, 0.278, 0.454, 0.550, -0.706, 0.432, 0.520, -0.266, 0.756, 0.550, 0.227, 0.543, 0.424, -0.235, 0.577, 0.515, 0.328]
}



{
  "formula": "C71H84BNO9S2",
  "method": "the ωB97M-V functional and the def2-TZVPD basis",
  "max_force_ev_per_a": 8.18,
  "e_homo_ev": -7.956,
  "total_charge": 0,
  "lumo_ev": -0.9,
  "smiles": "CCOC[C@](CC(=O)O)(OCCOC)[C@@](CCCSC(=S)N(c1ccccc1)c1ccccc1)(COC)OCB(O)O.c1ccccc1.c1ccccc1.c1ccccc1.c1ccccc1.c1ccccc1.c1ccccc1.c1ccccc1",
  "total_energy_ha": -4308.01329,
  "species": ["C", "C", "O", "C", "C", "C", "C", "O", "O", "O", "C", "C", "O", "C", "C", "C", "C", "C", "S", "C", "S", "N", "C", "C", "C", "C", "C", "C", "C", "C", "C", "C", "C", "C", "C", "O", "C", "O", "C", "B", "O", "O", "H", "H", "H", "H", "H", "H", "H", "H", "H", "H", "H", "H", "H", "H", "H", "H", "H", "H", "H", "H", "H", "H", "H", "H", "H", "H", "H", "H", "H", "H", "H", "H", "H", "H", "H", "H", "H", "H", "H", "H", "H", "H", "C", "C", "C", "C", "C", "C", "H", "H", "H", "H", "H", "H", "C", "C", "C", "C", "C", "C", "H", "H", "H", "H", "H", "H", "C", "C", "C", "C", "C", "C", "H", "H", "H", "H", "H", "H", "C", "C", "C", "C", "C", "C", "H", "H", "H", "H", "H", "H", "C", "C", "C", "C", "C", "C", "H", "H", "H", "H", "H", "H", "C", "C", "C", "C", "C", "C", "H", "H", "H", "H", "H", "H", "C", "C", "C", "C", "C", "C", "H", "H", "H", "H", "H", "H"],
  "xyz": [[3.33, 0.25, 5.84], [2.97, 1.89, 5.86], [2.29, 2.35, 4.64], [3.30, 2.67, 3.62], [2.73, 3.15, 2.16], [2.24, 1.82, 1.34], [1.27, 0.76, 2.08], [-0.01, 0.67, 1.62], [1.62, -0.20, 3.15], [3.75, 3.70, 1.23], [5.12, 3.63, 1.62], [5.87, 2.15, 1.41], [5.61, 1.56, 0.08], [5.62, 0.09, 0.16], [1.64, 4.40, 2.24], [1.28, 5.11, 0.82], [0.23, 4.26, -0.15], [-1.25, 5.03, -0.29], [-2.58, 3.66, -0.19], [-4.06, 4.24, 0.79], [-4.44, 5.92, 0.70], [-4.99, 3.40, 1.63], [-4.51, 3.21, 3.05], [-3.26, 2.29, 3.56], [-2.92, 2.21, 5.19], [-3.81, 3.03, 6.34], [-5.06, 3.97, 5.83], [-5.37, 4.05, 4.22], [-5.39, 2.10, 0.96], [-5.57, 1.92, -0.69], [-6.00, 0.51, -1.41], [-6.33, -0.87, -0.53], [-6.16, -0.72, 1.11], [-5.73, 0.71, 1.83], [0.20, 4.05, 2.94], [0.17, 4.48, 4.39], [-1.12, 5.12, 4.71], [2.28, 5.32, 3.24], [2.92, 6.47, 2.62], [3.85, 7.20, 3.81], [5.18, 7.84, 3.50], [3.26, 7.21, 5.16], [2.34, -0.39, 5.91], [3.86, -0.04, 4.81], [4.06, -0.03, 6.71], [2.32, 2.07, 6.84], [4.01, 2.42, 6.06], [3.88, 1.64, 3.42], [4.00, 3.47, 4.15], [1.80, 2.03, 0.26], [3.25, 1.22, 1.11], [1.05, -1.03, 2.97], [5.71, 4.31, 0.83], [5.42, 4.14, 2.66], [7.03, 2.42, 1.41], [5.72, 1.42, 2.31], [5.39, -0.45, -0.87], [4.83, -0.33, 0.93], [6.68, -0.25, 0.56], [0.67, 6.11, 1.06], [2.17, 5.44, 0.15], [-0.04, 3.19, 0.30], [0.73, 4.06, -1.21], [-1.44, 5.81, 0.56], [-1.34, 5.46, -1.38], [-2.64, 1.69, 2.77], [-2.05, 1.53, 5.64], [-3.59, 2.98, 7.50], [-5.75, 4.60, 6.57], [-6.30, 4.72, 3.90], [-5.37, 2.85, -1.38], [-6.10, 0.43, -2.57], [-6.67, -1.88, -1.05], [-6.38, -1.71, 1.74], [-5.65, 0.66, 3.02], [-0.60, 4.78, 2.44], [-0.21, 2.98, 2.79], [-2.03, 4.73, 4.09], [-1.04, 6.31, 4.70], [-1.35, 4.84, 5.84], [3.65, 6.25, 1.74], [2.13, 7.31, 2.31], [5.19, 8.72, 4.01], [3.22, 6.25, 5.51], [5.46, 1.49, -3.90], [5.65, 1.75, -5.26], [6.53, 2.76, -5.65], [7.22, 3.51, -4.70], [7.01, 3.26, -3.34], [6.13, 2.25, -2.94], [4.77, 0.71, -3.59], [5.12, 1.17, -6.00], [6.69, 2.96, -6.71], [7.90, 4.29, -5.00], [7.54, 3.84, -2.59], [5.98, 2.05, -1.88], [-9.64, -0.02, -1.87], [-9.34, 0.35, -3.18], [-10.17, -0.05, -4.22], [-11.30, -0.82, -3.95], [-11.59, -1.20, -2.64], [-10.76, -0.79, -1.60], [-8.99, 0.30, -1.05], [-8.46, 0.95, -3.39], [-9.94, 0.24, -5.24], [-11.95, -1.14, -4.77], [-12.47, -1.81, -2.44], [-10.99, -1.09, -0.58], [-11.74, -4.57, -7.98], [-11.17, -4.03, -6.83], [-11.79, -4.18, -5.60], [-13.00, -4.88, -5.51], [-13.57, -5.42, -6.66], [-12.94, -5.27, -7.89], [-11.25, -4.46, -8.94], [-10.23, -3.48, -6.90], [-11.34, -3.76, -4.70], [-13.48, -5.00, -4.55], [-14.52, -5.96, -6.59], [-13.39, -5.69, -8.79], [6.95, -3.76, -6.01], [7.21, -4.00, -7.35], [7.45, -2.93, -8.22], [7.42, -1.62, -7.74], [7.15, -1.38, -6.39], [6.92, -2.45, -5.53], [6.78, -4.59, -5.33], [7.23, -5.02, -7.73], [7.66, -3.12, -9.27], [7.61, -0.79, -8.42], [7.12, -0.36, -6.02], [6.71, -2.26, -4.48], [0.89, -5.44, 5.01], [0.53, -4.97, 3.75], [-0.07, -3.71, 3.62], [-0.32, -2.94, 4.75], [0.03, -3.42, 6.02], [0.64, -4.67, 6.14], [1.37, -6.41, 5.11], [0.72, -5.57, 2.86], [-0.35, -3.34, 2.64], [-0.79, -1.96, 4.65], [-0.16, -2.82, 6.90], [0.92, -5.04, 7.12], [4.42, -4.03, -9.62], [4.71, -3.67, -10.94], [3.88, -4.07, -11.98], [2.75, -4.84, -11.71], [2.46, -5.22, -10.40], [3.29, -4.81, -9.36], [5.06, -3.72, -8.81], [5.59, -3.07, -11.14], [4.11, -3.78, -13.00], [2.10, -5.15, -12.53], [1.58, -5.83, -10.19], [3.06, -5.11, -8.34], [4.49, -8.23, 9.30], [4.13, -7.75, 8.04], [3.53, -6.50, 7.92], [3.28, -5.73, 9.05], [3.63, -6.21, 10.31], [4.24, -7.46, 10.44], [4.97, -9.20, 9.40], [4.32, -8.36, 7.16], [3.25, -6.13, 6.93], [2.81, -4.75, 8.95], [3.44, -5.61, 11.20], [4.52, -7.83, 11.42]],
  "mulliken_charge": [-0.606, -0.365, 0.108, -0.655, 0.996, 0.698, 0.308, -0.644, -0.287, -0.315, -0.274, -0.670, -0.202, -0.644, 0.546, -0.895, -0.160, -0.699, 0.025, -0.130, -0.181, 0.289, -0.096, 0.031, -0.482, -0.419, -0.356, -0.413, 0.546, -0.242, -0.490, -0.511, -0.511, -0.265, -0.045, -0.174, -0.364, -0.289, -0.177, 0.579, -0.567, -0.580, 0.088, 0.080, 0.372, 0.290, 0.251, -0.217, 0.289, 0.131, -0.627, 0.235, 0.392, 0.166, 0.292, 0.277, 0.136, 0.192, 0.313, 0.443, 0.284, -0.071, 0.282, 0.361, 0.337, 0.470, 0.185, 0.307, 0.282, 0.291, 0.319, 0.403, 0.317, 0.270, 0.267, 0.297, -0.569, 0.091, 0.182, 0.176, 0.012, 0.178, 0.308, 0.338, -0.450, -0.618, -0.381, -0.411, -0.567, 0.269, 0.395, 0.469, 0.368, 0.375, 0.388, 0.316, -0.244, -0.404, -0.441, -0.406, -0.404, -0.544, 0.489, 0.363, 0.375, 0.484, 0.378, 0.368, -0.344, -0.466, -0.274, -0.404, -0.349, -0.385, 0.351, 0.357, 0.460, 0.352, 0.351, 0.348, -0.323, -0.606, -0.302, -0.488, -0.270, -0.538, 0.378, 0.373, 0.509, 0.368, 0.467, 0.435, -0.401, -0.422, -0.568, -0.489, -0.527, -0.312, 0.426, 0.377, 0.494, 0.626, 0.391, 0.411, 0.082, -0.420, -0.373, -0.431, -0.321, -0.584, 0.289, 0.327, 0.354, 0.350, 0.356, 0.362, -0.354, -0.454, -0.231, -0.379, -0.408, -0.366, 0.353, 0.353, 0.381, 0.407, 0.350, 0.348]
}